No. 1
Entry from the Open Molecules 2025 dataset: a molecular structure, C43H62N2O2P3SSiV (the ωB97M-V functional and the def2-TZVPD basis).

## Properties
Relative energy (zero: lowest compared OMol25 entry of this formula, charge and spin): 0.0 kcal per mole
HOMO (alpha / beta): -10.54 / -10.13 eV
Multiplicity: 2
LUMO energy (alpha / beta): -2.99 / -2.63 eV
Net charge: +1
Calculated total energy: -4591.3135 Ha
Gap between HOMO and LUMO (alpha / beta): 7.551 / 7.494 eV
Max |F|: 0.0266 hartree/bohr

CARTESIAN COORDINATES (ANGSTROEM)
V -0.16215 -0.58275 -0.16223
C 4.39051 -0.06920 -3.46886
C 2.92610 0.04502 -3.02063
C 2.46491 1.47896 -3.28115
P 2.61081 -0.39674 -1.24336
C 3.69080 -1.86043 -0.98645
C 3.80217 -2.23525 0.48269
C 3.32100 -3.04752 -1.88049
C 3.44518 0.89554 -0.29437
C 4.82852 1.04444 -0.22843
C 5.37445 2.08467 0.49724
C 4.54871 2.99299 1.15480
C 3.17262 2.83966 1.09712
C 2.60007 1.80134 0.35385
Si 0.75572 1.69693 0.09988
C 0.39990 2.94078 -1.25110
C 1.17796 4.08219 -1.44324
C 0.77318 5.08261 -2.31864
C -0.43107 4.95198 -3.01439
C -1.20911 3.82454 -2.84178
C -0.78877 2.80241 -1.97836
P -1.70745 1.29943 -1.55219
C -3.26234 2.05936 -0.96872
C -4.52457 1.21362 -0.87969
C -3.03215 2.83627 0.33023
C -2.11164 0.41050 -3.10754
C -2.88327 1.22812 -4.14371
C -0.83745 -0.15919 -3.73112
C 0.01926 2.44716 1.63070
C -0.01496 3.82394 1.84204
C -0.33748 4.36289 3.07652
C -0.60447 3.51950 4.14928
C -0.56522 2.14938 3.96855
C -0.30392 1.61251 2.69736
P -0.27578 -0.17604 2.36817
C 1.01683 -0.68173 3.55770
C 2.30468 0.12308 3.34000
C 1.34199 -2.17468 3.64470
C -1.91089 -0.82186 2.96668
C -2.37368 -0.37065 4.36198
C -2.06984 -2.34970 2.87023
H 4.46651 0.27013 -4.50672
H 4.79873 -1.07646 -3.44660
H 5.03978 0.59100 -2.87849
H 2.30766 -0.65138 -3.60553
H 3.09391 2.19329 -2.73235
H 1.42590 1.64900 -3.01420
H 2.59062 1.69659 -4.34234
H 4.66973 -1.50327 -1.31095
H 2.81980 -2.48128 0.90535
H 4.24183 -1.44380 1.09247
H 4.41381 -3.12850 0.59280
H 2.33142 -3.44356 -1.63739
H 4.04394 -3.83901 -1.71955
H 3.33119 -2.79734 -2.94708
H 5.49899 0.33826 -0.68759
H 6.45292 2.18996 0.57362
H 4.98691 3.80403 1.73798
H 2.54367 3.52174 1.66117
H 2.10416 4.20427 -0.89742
H 1.40712 5.94603 -2.46756
H -0.73756 5.73292 -3.70463
H -2.14382 3.72850 -3.37880
H -3.40991 2.80638 -1.76119
H -4.52153 0.62195 0.02606
H -4.64167 0.50734 -1.71085
H -5.39185 1.87966 -0.85364
H -2.78011 2.15097 1.14665
H -3.94474 3.36702 0.60687
H -2.22995 3.56472 0.23695
H -2.72534 -0.42819 -2.75966
H -2.25123 2.00030 -4.58187
H -3.78391 1.69772 -3.74002
H -3.19976 0.56990 -4.95717
H -0.19877 0.64869 -4.07466
H -1.08769 -0.79105 -4.58662
H -0.26325 -0.77457 -3.02667
H 0.20078 4.49346 1.02059
H -0.36453 5.43844 3.20480
H -0.80470 3.91834 5.13515
H -0.75028 1.50712 4.81382
H 0.58850 -0.37495 4.52002
H 2.73452 -0.09225 2.35599
H 3.03693 -0.17332 4.09275
H 2.17167 1.19933 3.41728
H 1.91375 -2.47791 2.76453
H 0.47344 -2.82067 3.71505
H 1.97344 -2.34740 4.52020
H -2.58528 -0.35411 2.25063
H -1.63535 -0.58888 5.14299
H -3.27654 -0.93699 4.59209
H -2.63140 0.68111 4.39638
H -1.60416 -2.80465 3.75520
H -1.66552 -2.80641 1.97692
H -3.13805 -2.59865 2.91283
C 0.67694 -4.78302 0.38260
O 0.42706 -3.51007 1.00069
C 0.25429 -2.46329 0.22418
O 0.29494 -2.44208 -1.00246
H 0.28860 -5.52479 1.06835
H 1.75505 -4.89745 0.27831
H 0.18286 -4.82527 -0.58418
C -3.31285 -6.01600 0.21941
C -3.85151 -4.64983 -0.05714
C -5.18566 -4.40353 -0.32324
C -5.56172 -3.09310 -0.55049
N -4.69524 -2.09659 -0.49834
C -3.42636 -2.43759 -0.22817
S -2.40550 -0.99059 -0.22390
N -2.95026 -3.66070 -0.02488
H -4.08257 -6.78026 0.27615
H -2.76458 -5.99999 1.17440
H -2.59191 -6.27914 -0.55797
H -5.90306 -5.21149 -0.35639
H -6.60249 -2.84292 -0.74780

=====

No. 2
Entry from the Open Molecules 2025 dataset: a molecular structure, C22H41Cu2NO8S (the ωB97M-V functional and the def2-TZVPD basis).

## Properties
HOMO: -6.23 eV
Multiplicity: 1
LUMO energy: -3.04 eV
Calculated total energy: -5198.2745 Ha
Gap between HOMO and LUMO: 3.192 eV
Max |F|: 0.0799 hartree/bohr

CARTESIAN COORDINATES (ANGSTROEM)
Cu -4.01245 -0.29971 -0.50543
Cu -1.69162 0.88477 -2.08762
C 2.87112 2.29662 -2.47815
C 1.35121 2.51867 -2.19561
C 0.98997 4.09049 -1.99564
C 0.67368 4.85780 -3.32548
C -0.30561 3.99404 -4.19283
C 0.26531 2.55510 -4.51562
N 0.45604 1.88296 -3.20496
O 0.62235 0.40932 -3.39373
C 1.54030 2.67610 -5.38924
C -0.94587 2.11674 -5.37913
C 0.90959 1.96218 -0.87499
H 3.30163 3.06662 -3.11836
H 3.21934 1.31967 -2.81343
H 3.28283 2.27784 -1.46906
H 1.79135 4.45636 -1.35375
H 0.07425 4.29301 -1.44018
H 1.65738 4.87009 -3.79482
H 0.28581 5.84696 -3.08211
H -0.28182 4.41768 -5.19685
H -1.26283 4.07251 -3.67741
H 2.43221 3.03613 -4.87642
H 1.43933 3.43877 -6.16141
H 1.72310 1.73851 -5.91424
H -1.89238 2.19620 -4.84444
H -0.80361 1.05144 -5.56083
H -0.97206 2.45769 -6.41411
H 0.02007 2.41505 -0.43709
H 1.58384 2.23140 -0.06198
H 1.05184 0.93382 -0.54280
C -1.34504 -0.70637 0.97667
O -1.54228 -0.80088 -0.41443
H -1.10317 0.30485 1.30382
H -2.34384 -0.95330 1.33657
H -0.61948 -1.41210 1.38114
C 4.66446 0.50800 2.81002
C 3.35472 1.28701 2.32746
C 2.18673 0.90958 3.23753
S 2.39687 -0.90206 3.61737
O 1.81784 -1.72279 2.55894
O 2.23297 -1.21880 5.02672
C 4.24143 -0.95055 3.26567
H 5.06092 1.11359 3.62499
H 5.29968 0.57132 1.92652
H 3.23313 1.10912 1.25896
H 3.40672 2.37408 2.26684
H 1.12793 0.89604 2.97897
H 2.31500 1.55346 4.10761
H 4.28741 -1.56210 2.36456
H 4.60947 -1.59996 4.05997
O -1.04815 -5.78190 -2.38069
C -2.02193 -5.24799 -1.81692
O -3.22629 -5.06511 -2.40733
C -4.18634 -4.69287 -1.50793
C -3.44491 -4.10720 -0.27942
C -2.11207 -4.70877 -0.44955
H -4.78684 -5.52836 -1.14809
H -4.85855 -3.89985 -1.83557
H -3.95714 -4.43848 0.62389
H -3.42899 -3.02056 -0.36340
H -1.78077 -5.44418 0.28361
H -1.39477 -3.91905 -0.22616
O -1.16022 -4.59899 5.76909
C -1.65034 -3.52974 5.57402
O -2.72385 -3.18345 6.28268
C -3.13712 -1.82689 5.91911
C -2.45604 -1.59236 4.63144
C -1.23527 -2.41570 4.50409
H -2.79949 -0.97476 6.50902
H -4.22333 -1.80857 5.83022
H -2.32089 -0.51315 4.55964
H -3.16292 -1.87075 3.84982
H -0.42210 -1.75515 4.80500
H -1.11746 -2.93913 3.55528

=====

No. 3
Entry from the Open Molecules 2025 dataset: a molecular structure, C22H32BN8O4S2Sn (the ωB97M-V functional and the def2-TZVPD basis).

## Properties
Relative energy (zero: lowest compared OMol25 entry of this formula, charge and spin): 13.7 kcal per mole
HOMO: -10.26 eV
Multiplicity: 1
LUMO energy: -3.40 eV
Net charge: +1
Calculated total energy: -2631.8638 Ha
Gap between HOMO and LUMO: 6.859 eV
Max |F|: 0.0615 hartree/bohr

CARTESIAN COORDINATES (ANGSTROEM)
Sn 1.30660 -0.03379 0.33833
C 5.21661 -0.53053 0.62756
C 4.62823 -0.49529 2.10138
C 4.35845 0.99236 2.40973
C 3.44793 -1.40976 2.40161
C 3.32886 -2.42738 3.38846
C 1.99913 -2.72228 3.45685
N 1.29207 -1.89754 2.68498
N 2.19794 -0.97755 2.12746
B -0.26721 -1.67306 2.52702
N -0.62734 -2.28905 1.16575
C -1.42086 -3.31022 0.84194
C -1.36390 -3.60898 -0.48365
C -0.43585 -2.70471 -1.05463
N -0.01946 -1.82894 -0.04971
C -0.19134 -2.58900 -2.54424
C -1.50226 -3.02729 -3.22569
C 0.39859 -1.26703 -2.97829
N -0.65464 -0.12423 2.60919
C -0.99827 0.60386 3.68166
C -1.21120 1.88968 3.28629
C -0.98284 1.91101 1.86365
N -0.53171 0.72282 1.52554
C -1.18305 2.98663 0.86053
C -0.02151 3.02211 -0.16896
C -1.41951 4.36726 1.58080
H 6.08944 0.17835 0.60282
H 5.62323 -1.54215 0.41614
H 4.46370 0.13432 -1.15605
H 5.51236 -0.84351 2.81012
H 3.57219 1.32408 1.73820
H 3.94520 1.09239 3.42435
H 5.28714 1.60459 2.34626
H 4.13087 -2.96447 3.92838
H 1.41983 -3.44256 4.04915
H -0.98070 -2.25747 3.33638
H -2.16456 -3.66797 1.55095
H -1.93827 -4.40043 -0.99365
H 0.54368 -3.34006 -2.89593
H -2.32880 -2.42904 -2.82166
H -1.48009 -2.78994 -4.33350
H -1.78806 -4.09711 -3.10550
H -0.35372 -0.45636 -2.82555
H 1.30768 -1.01234 -2.43849
H 0.54168 -1.24835 -4.06885
H -1.19213 0.14072 4.60413
H -1.49632 2.71504 3.91832
H -2.12329 2.78317 0.33451
H 0.99351 3.11656 0.21781
H -0.11081 2.05596 -0.70909
H -0.20559 3.78616 -0.93082
H -0.51207 4.95288 1.72569
H -2.07337 4.92170 0.88596
H -1.91479 4.20324 2.53314
O 4.51056 1.38976 -2.27774
S 3.77567 2.16883 -3.24928
O 4.35248 3.38700 -3.68247
O 4.16986 -0.21210 -0.25932
O 2.47170 1.81554 -3.66055
S -2.65762 -0.14154 -1.09983
C -4.05941 0.26840 -2.01701
N -4.44930 1.57508 -2.00084
C -5.67326 1.97892 -2.45413
C -6.45254 1.00929 -3.11962
C -5.89582 -0.23975 -3.28870
N -4.77110 -0.61558 -2.72455
H -3.77958 2.21280 -1.55591
H -5.89049 3.05382 -2.35692
H -7.46032 1.28670 -3.38037
H -6.30224 -1.03367 -3.98954

=====

No. 4
Entry from the Open Molecules 2025 dataset: C6H6O2 in the gas phase (the ωB97M-V functional and the def2-TZVPD basis).

## Properties
SMILES: O[C@H]1Cc2cocc21
Relative energy (zero: lowest compared OMol25 entry of this formula, charge and spin): 123.3 kcal per mole
HOMO: -8.61 eV
Multiplicity: 1
LUMO energy: 0.58 eV
Calculated total energy: -382.4893 Ha
Gap between HOMO and LUMO: 9.185 eV
Max |F|: 0.1491 hartree/bohr

CARTESIAN COORDINATES (ANGSTROEM)
O 1.67504 -0.99769 -0.89019
C 1.19829 -0.31043 0.39442
C 0.78320 1.18126 0.18494
C -0.60187 0.61699 -0.26806
C -1.98825 0.66267 -0.38779
O -2.39053 -0.49570 -0.20550
C -1.37708 -1.35570 0.28468
C -0.25550 -0.59278 0.29027
H 2.82157 -0.96925 -0.75512
H 2.17303 -0.43701 1.24767
H 1.06227 1.79079 1.13704
H 1.36852 1.90268 -0.55221
H -2.72315 1.35663 -1.09799
H -1.74555 -2.35246 0.61785

=====

> What is the max |F| in the fourth record?

0.1491 hartree/bohr